Record 1
Formula: C4H7IO
Source: the Open Molecules 2025 dataset
Level of theory: ωB97M-V/def2-TZVPD

Values from the calculation:
Charge ... 0
Spin multiplicity ... 1
DFT total energy ... -529.3806 Eh

Each line ends with the Mulliken charge.
Cartesian coordinates (Å):
C: -1.282 0.678 0.706  -0.607
C: -0.043 0.233 1.480  -0.656
C: 0.025 0.586 0.052  0.580
C: 0.405 -1.522 -1.325  -0.873
O: 0.713 1.522 -0.607  -0.452
I: 1.339 -0.611 -2.962  0.016
H: -2.037 -0.064 0.497  0.210
H: -1.685 1.665 0.893  0.256
H: 0.392 0.904 2.207  0.270
H: 0.013 -0.806 1.765  0.206
H: -0.569 -1.916 -1.539  0.349
H: 1.065 -2.108 -0.719  0.347
H: 1.664 1.439 -0.447  0.355

Record 2
Formula: C76H162CuF9O6P4
Source: the Open Molecules 2025 dataset
Level of theory: ωB97M-V/def2-TZVPD

Values from the calculation:
Charge ... +3
Spin multiplicity ... 2
DFT total energy ... -7348.0863 Eh

Each line ends with the Mulliken charge.
Cartesian coordinates (Å):
Cu: 6.568 17.166 -11.247  1.081
C: 15.274 14.671 -7.566  -1.158
C: 14.106 15.015 -6.663  -0.442
C: 13.308 13.789 -6.288  -0.803
C: 12.409 13.212 -7.435  -0.107
P: 11.337 11.746 -6.968  0.640
C: 12.159 10.384 -6.005  -1.137
C: 11.075 9.318 -5.548  -0.252
C: 11.693 8.243 -4.615  -0.616
C: 10.726 7.093 -4.212  -1.320
C: 10.148 12.514 -5.748  -1.428
C: 9.432 13.817 -6.159  -1.686
C: 8.578 13.710 -7.469  1.477
C: 7.339 14.652 -7.483  -1.661
C: 10.287 11.169 -8.352  -0.412
C: 8.947 10.235 -8.045  -1.151
C: 7.946 10.340 -9.246  0.722
C: 6.657 9.601 -9.024  -1.589
H: 15.917 15.551 -7.551  0.404
H: 14.984 14.348 -8.566  0.280
H: 15.836 13.877 -7.074  0.291
H: 13.469 15.712 -7.208  0.103
H: 14.453 15.620 -5.825  0.432
H: 12.632 14.053 -5.475  0.358
H: 13.878 13.013 -5.775  0.444
H: 13.116 13.029 -8.245  0.756
H: 11.690 13.987 -7.703  -0.210
H: 12.581 10.882 -5.132  0.624
H: 12.991 9.954 -6.563  0.623
H: 10.729 8.832 -6.460  0.152
H: 10.233 9.721 -4.984  0.246
H: 11.996 8.797 -3.727  0.386
H: 12.621 7.976 -5.120  0.392
H: 10.527 6.428 -5.052  0.334
H: 9.809 7.449 -3.743  0.356
H: 11.174 6.522 -3.399  0.401
H: 10.635 12.634 -4.780  0.732
H: 9.409 11.765 -5.462  0.789
H: 10.094 14.682 -6.211  0.243
H: 8.844 14.073 -5.278  0.563
H: 8.197 12.692 -7.550  -0.017
H: 9.106 13.812 -8.417  -0.340
H: 6.511 14.457 -6.802  0.621
H: 6.988 14.719 -8.513  0.114
H: 7.555 15.633 -7.061  0.320
H: 10.817 10.732 -9.198  0.915
H: 10.020 12.056 -8.925  -0.530
H: 8.522 10.520 -7.083  0.472
H: 9.180 9.187 -7.853  0.622
H: 8.551 9.901 -10.040  0.348
H: 7.880 11.328 -9.703  -0.337
H: 6.382 9.366 -7.996  0.413
H: 6.485 8.729 -9.655  0.351
H: 5.814 10.223 -9.328  0.310
C: 6.007 24.653 -21.703  -1.214
C: 7.347 24.305 -21.064  -0.525
C: 7.173 23.230 -19.960  -0.936
C: 6.473 23.742 -18.672  -0.673
P: 6.145 22.220 -17.530  0.710
C: 7.779 21.669 -16.932  -0.294
C: 8.584 22.811 -16.197  -0.092
C: 9.958 22.338 -15.771  -0.277
C: 10.893 21.916 -16.907  -1.359
C: 5.234 20.936 -18.410  -0.919
C: 5.057 19.614 -17.646  -1.009
C: 4.013 19.569 -16.538  0.301
C: 4.015 18.262 -15.639  -0.967
C: 5.210 22.863 -16.129  -0.006
C: 5.378 24.373 -15.771  -1.175
C: 5.090 24.707 -14.261  0.188
C: 5.177 26.191 -13.838  -1.443
H: 5.332 25.110 -20.978  0.282
H: 5.515 23.810 -22.188  0.301
H: 6.042 25.341 -22.547  0.407
H: 7.683 25.223 -20.580  0.286
H: 8.023 24.088 -21.890  0.329
H: 8.086 22.654 -19.809  0.316
H: 6.657 22.334 -20.306  0.436
H: 5.493 24.200 -18.812  0.618
H: 7.222 24.351 -18.166  0.558
H: 8.330 21.359 -17.820  0.573
H: 7.614 20.691 -16.481  -0.006
H: 8.028 23.075 -15.298  -0.057
H: 8.668 23.680 -16.849  0.337
H: 9.767 21.436 -15.190  -0.100
H: 10.364 23.050 -15.052  0.525
H: 11.094 22.688 -17.649  0.372
H: 10.426 21.171 -17.552  0.327
H: 11.822 21.438 -16.595  0.395
H: 5.932 20.652 -19.198  0.419
H: 4.313 21.269 -18.888  0.511
H: 5.979 19.210 -17.226  0.225
H: 4.821 18.776 -18.301  0.638
H: 3.022 19.804 -16.924  0.471
H: 4.294 20.383 -15.870  -0.224
H: 3.910 17.355 -16.234  0.481
H: 3.302 18.389 -14.825  -0.101
H: 4.857 18.014 -14.992  0.244
H: 5.440 22.256 -15.253  -0.730
H: 4.191 22.708 -16.484  0.871
H: 4.887 25.061 -16.460  0.591
H: 6.372 24.682 -16.094  0.499
H: 5.636 24.056 -13.579  -0.112
H: 4.031 24.458 -14.198  0.206
H: 4.650 26.911 -14.464  0.359
H: 6.212 26.493 -13.674  0.379
H: 4.746 26.316 -12.845  0.209
C: 14.881 15.863 -14.133  -1.008
C: 14.733 14.737 -15.179  -0.756
C: 14.546 13.289 -14.666  -0.526
C: 13.271 12.988 -13.777  -0.659
P: 12.305 11.556 -14.370  0.817
C: 13.165 9.913 -14.270  -1.342
C: 14.408 9.593 -15.106  -0.734
C: 15.680 9.618 -14.227  -0.530
C: 16.949 9.929 -15.087  -1.372
C: 10.852 11.554 -13.336  -1.212
C: 10.396 12.916 -12.700  -0.226
C: 8.996 12.764 -12.093  0.628
C: 7.859 12.708 -13.111  -1.273
C: 11.913 11.916 -16.127  -0.665
C: 11.239 13.159 -16.338  0.056
C: 10.559 13.397 -17.732  -0.604
C: 11.373 12.828 -18.893  -1.257
H: 13.922 15.869 -13.615  0.073
H: 14.831 16.876 -14.532  0.388
H: 15.674 15.664 -13.412  0.315
H: 15.627 14.711 -15.803  0.503
H: 13.933 14.932 -15.893  0.172
H: 15.440 13.066 -14.084  0.567
H: 14.581 12.623 -15.529  0.097
H: 12.488 13.724 -13.960  0.390
H: 13.490 12.959 -12.710  0.724
H: 12.394 9.176 -14.495  0.540
H: 13.258 9.720 -13.201  0.660
H: 14.433 10.284 -15.949  0.244
H: 14.327 8.593 -15.531  0.541
H: 15.807 8.683 -13.681  0.442
H: 15.606 10.391 -13.461  0.299
H: 17.111 9.158 -15.840  0.362
H: 17.755 9.956 -14.353  0.412
H: 17.025 10.920 -15.533  0.310
H: 11.178 10.785 -12.636  0.577
H: 10.059 11.080 -13.914  0.457
H: 10.331 13.804 -13.328  0.267
H: 11.142 13.106 -11.928  0.280
H: 9.010 13.587 -11.379  -0.041
H: 8.973 11.837 -11.520  -0.414
H: 7.893 11.832 -13.759  0.420
H: 7.709 13.593 -13.730  0.210
H: 6.929 12.848 -12.559  0.104
H: 11.300 11.096 -16.503  0.652
H: 12.704 11.798 -16.868  0.397
H: 11.913 13.976 -16.082  -0.131
H: 10.507 13.361 -15.556  -0.105
H: 10.574 14.481 -17.847  0.349
H: 9.532 13.052 -17.855  0.413
H: 11.376 13.609 -19.653  0.388
H: 10.788 12.012 -19.318  0.296
H: 12.408 12.539 -18.710  0.395
C: 4.223 20.050 -5.585  -0.870
C: 4.215 21.415 -6.240  -0.848
C: 3.508 21.289 -7.618  0.608
C: 2.020 21.121 -7.544  -0.946
P: 1.226 21.367 -9.174  0.630
C: 1.616 23.042 -10.007  -1.312
C: 2.681 23.058 -11.087  0.077
C: 3.446 24.380 -11.066  -0.070
C: 2.617 25.575 -11.408  -1.676
C: 1.787 19.882 -10.211  0.070
C: 1.073 19.866 -11.554  -0.593
C: 1.645 18.778 -12.474  0.006
C: 1.077 17.354 -12.153  -1.468
C: -0.658 21.137 -9.140  -1.098
C: -1.224 19.694 -8.989  -0.469
C: -2.797 19.613 -8.816  -0.519
C: -3.256 18.228 -8.621  -1.329
H: 4.729 20.134 -4.623  0.436
H: 4.768 19.357 -6.227  -0.058
H: 3.238 19.621 -5.401  0.336
H: 5.268 21.697 -6.252  0.412
H: 3.724 22.226 -5.704  0.427
H: 3.864 20.514 -8.296  -0.173
H: 3.718 22.271 -8.042  -0.067
H: 1.691 22.027 -7.035  0.492
H: 1.572 20.332 -6.939  0.409
H: 1.942 23.612 -9.137  0.693
H: 0.658 23.452 -10.327  0.700
H: 2.236 23.010 -12.081  0.445
H: 3.308 22.169 -11.021  -0.139
H: 4.352 24.360 -11.672  0.017
H: 3.828 24.592 -10.067  0.384
H: 1.865 25.731 -10.635  0.440
H: 2.251 25.568 -12.435  0.279
H: 3.278 26.439 -11.339  0.503
H: 1.723 18.959 -9.636  0.851
H: 2.866 20.028 -10.165  -0.414
H: 1.215 20.816 -12.070  0.202
H: -0.006 19.836 -11.407  0.401
H: 2.733 18.783 -12.532  -0.447
H: 1.501 19.114 -13.500  0.455
H: 1.445 16.588 -12.836  0.451
H: -0.008 17.256 -12.180  0.354
H: 1.421 17.099 -11.151  0.178
H: -1.164 21.494 -10.037  0.531
H: -1.021 21.737 -8.305  0.629
H: -0.718 19.192 -8.165  0.405
H: -0.991 19.062 -9.846  0.039
H: -3.240 20.044 -9.714  0.352
H: -3.246 20.183 -8.002  0.390
H: -4.344 18.177 -8.634  0.400
H: -2.853 17.848 -7.682  0.309
H: -2.800 17.600 -9.387  0.322
C: 6.137 19.723 -12.523  1.478
O: 7.029 18.626 -12.841  0.047
O: 5.439 19.126 -11.470  -1.867
C: 6.859 21.161 -12.167  0.554
F: 7.613 21.577 -13.144  -0.241
F: 6.012 22.159 -12.056  -0.255
F: 7.590 21.167 -11.060  -0.199
C: 7.720 18.778 -14.097  0.654
C: 8.321 17.389 -14.536  -1.885
H: 7.654 16.530 -14.602  0.358
H: 8.852 17.600 -15.464  0.561
H: 9.066 17.086 -13.800  0.213
H: 8.594 19.429 -14.094  0.154
H: 6.966 19.060 -14.832  -0.354
H: 5.440 19.857 -13.350  -0.313
C: 4.610 14.995 -10.933  0.439
O: 4.979 15.857 -9.917  1.022
O: 5.328 15.483 -12.046  -0.887
C: 4.677 13.490 -10.449  0.412
F: 3.865 13.075 -9.476  -0.337
F: 4.314 12.763 -11.498  -0.307
F: 5.909 13.116 -10.043  0.000
C: 4.129 16.140 -8.820  -0.662
C: 4.822 17.354 -8.141  -0.385
H: 4.072 17.801 -7.488  0.371
H: 5.651 17.013 -7.520  0.294
H: 5.204 18.145 -8.786  -0.270
H: 3.977 15.298 -8.144  0.371
H: 3.196 16.561 -9.195  0.001
H: 3.550 15.158 -11.127  0.018
C: 9.541 16.941 -9.795  0.391
O: 8.734 18.073 -9.317  -0.140
O: 8.630 16.298 -10.685  -0.491
C: 10.907 17.458 -10.445  0.494
F: 11.505 16.425 -11.090  -0.204
F: 10.963 18.426 -11.329  -0.233
F: 11.678 17.715 -9.363  -0.263
C: 8.827 18.509 -7.967  -0.304
C: 7.822 19.631 -7.807  -0.623
H: 7.754 20.238 -8.710  -0.033
H: 6.850 19.153 -7.683  -0.058
H: 8.063 20.243 -6.938  0.516
H: 9.791 18.979 -7.773  0.338
H: 8.673 17.761 -7.189  0.092
H: 9.735 16.218 -9.003  -0.754